Entry 1:
ORCA calculation (ωB97M-V with the def2-TZVPD basis set) on C3H3NOS in the gas phase at a distorted geometry.

Geometry as ORCA input:
```
! RIJCOSX wB97M-V def2-TZVPD def2/J DEFGRID3
* xyz 0 1
H 0.839 -1.100 0.576
O -1.622 0.108 -0.135
N -1.013 0.996 0.817
H 1.498 0.022 -0.687
C -0.571 -0.555 -0.785
C 0.698 -0.247 -0.058
C 0.231 0.804 0.844
S -0.865 -1.384 -2.154
H 0.803 1.356 1.581
*
```

DFT total energy	-17530.144	eV
energy relative to the best compared isomer or geometry (same formula, charge and spin)	41.4	kcal/mol
E_LUMO	-0.03	eV
SMILES	S=C1CC=NO1
Kohn-Sham gap	9.07	eV

Charges computed using Löwdin, reported in e: 0.135 -0.092 0.094 0.115 -0.810 -0.142 -0.153 0.725 0.128

Entry 2:
ORCA calculation (ωB97M-V with the def2-TZVPD basis set) on a 2-piece molecular cluster, C3H3NOS overall at a distorted geometry.

Geometry as ORCA input:
```
! RIJCOSX wB97M-V def2-TZVPD def2/J DEFGRID3
* xyz 0 1
H -2.502 0.204 -1.003
O 2.158 1.774 -0.164
H -1.652 -1.306 -1.333
C -0.089 0.029 1.125
C 2.298 0.658 -0.129
S 2.700 -0.843 -0.175
N -0.938 -0.199 0.260
H -0.312 0.118 2.214
C -1.663 -0.435 -0.797
*
```

DFT total energy	-17529.470	eV
energy relative to the best compared isomer or geometry (same formula, charge and spin)	57.0	kcal/mol
E_LUMO	0.54	eV
Kohn-Sham gap	8.64	eV

Charges computed using Löwdin, reported in e: 0.061 0.129 0.029 0.018 -0.945 0.750 -0.107 0.076 -0.011

Entry 3:
ORCA calculation (ωB97M-V with the def2-TZVPD basis set) on C3H3NOS in the gas phase at a distorted geometry.

Geometry as ORCA input:
```
! RIJCOSX wB97M-V def2-TZVPD def2/J DEFGRID3
* xyz 0 1
H -0.269 -3.520 -0.083
H -0.858 0.773 1.454
N -0.641 0.855 0.462
C 0.170 -1.358 -0.429
O 1.098 0.567 -1.309
C -0.149 -2.490 -0.170
C 0.352 0.007 -0.571
H 0.716 2.696 0.618
S -0.419 2.469 0.027
*
```

DFT total energy	-17528.813	eV
energy relative to the best compared isomer or geometry (same formula, charge and spin)	72.1	kcal/mol
E_LUMO	-0.09	eV
SMILES	C#CC(=O)NS
Kohn-Sham gap	9.09	eV

Charges computed using Löwdin, reported in e: 0.030 0.053 -0.389 -0.050 0.087 0.187 -0.474 -0.169 0.725

Entry 4:
ORCA calculation (ωB97M-V with the def2-TZVPD basis set) on a 2-piece molecular cluster, C3H3NOS overall at a distorted geometry.

Geometry as ORCA input:
```
! RIJCOSX wB97M-V def2-TZVPD def2/J DEFGRID3
* xyz 0 1
N -2.297 0.083 -1.919
C 0.106 0.646 0.738
C -0.133 -0.594 -0.909
S 1.772 0.675 1.067
H -0.276 1.755 0.837
O 0.709 -1.460 -0.781
H -0.534 -0.061 1.250
H 2.014 -0.591 1.303
C -1.361 -0.452 -1.587
*
```

DFT total energy	-17528.900	eV
energy relative to the best compared isomer or geometry (same formula, charge and spin)	70.1	kcal/mol
E_LUMO	-0.74	eV
Kohn-Sham gap	8.13	eV

Charges computed using Löwdin, reported in e: 0.192 -0.505 -0.281 0.747 0.084 0.046 0.034 -0.140 -0.176

Entry 5:
ORCA calculation (ωB97M-V with the def2-TZVPD basis set) on C3H3NOS2 in the gas phase at a distorted geometry.

Geometry as ORCA input:
```
! RIJCOSX wB97M-V def2-TZVPD def2/J DEFGRID3
* xyz 0 1
H 0.601 2.491 1.355
S 1.460 0.998 -0.028
H 1.571 -1.398 -0.809
C -1.634 -0.470 0.014
H -0.505 -1.946 0.665
C -0.485 -1.039 0.086
C 0.851 -0.593 -0.603
O 0.682 0.321 -1.617
N 0.465 1.444 1.043
S -3.007 0.193 -0.106
*
```

DFT total energy	-28363.364	eV
energy relative to the best compared isomer or geometry (same formula, charge and spin)	103.1	kcal/mol
E_LUMO	-0.21	eV
Kohn-Sham gap	8.29	eV

Charges computed using Löwdin, reported in e: 0.058 1.020 0.114 -0.742 0.106 -0.171 -0.552 -0.291 -0.360 0.817

Entry 6:
ORCA calculation (ωB97M-V with the def2-TZVPD basis set) on C3H3NOS2 in the gas phase at a distorted geometry.

Geometry as ORCA input:
```
! RIJCOSX wB97M-V def2-TZVPD def2/J DEFGRID3
* xyz 0 1
H 2.181 -1.539 0.599
C -1.467 -0.266 0.076
H -2.522 -0.511 0.123
H -1.481 1.812 0.633
C -0.904 0.926 0.266
S 1.779 1.762 0.263
O -0.570 -1.135 -0.393
S 1.893 -1.462 -0.787
N 0.609 -0.391 -0.670
C 0.482 0.805 -0.111
*
```

DFT total energy	-28364.725	eV
energy relative to the best compared isomer or geometry (same formula, charge and spin)	71.7	kcal/mol
E_LUMO	0.09	eV
SMILES	S=c1ccon1S
Kohn-Sham gap	8.49	eV

Charges computed using Löwdin, reported in e: -0.058 -0.106 0.141 0.136 -0.071 0.604 -0.073 0.845 -0.512 -0.907

Entry 7:
ORCA calculation (ωB97M-V with the def2-TZVPD basis set) on C3H3NOS3 in the gas phase at a distorted geometry.

Geometry as ORCA input:
```
! RIJCOSX wB97M-V def2-TZVPD def2/J DEFGRID3
* xyz 0 1
O -0.624 -1.018 0.685
N -1.449 0.015 0.079
C 0.667 -0.577 0.536
S 1.960 -1.316 0.919
S -2.912 -0.619 -0.533
S 1.925 1.747 -0.633
H -1.070 1.994 -0.790
C 0.587 0.687 -0.166
C -0.693 0.984 -0.430
H 1.029 2.514 -1.443
H -3.757 -0.012 0.536
*
```

DFT total energy	-39199.300	eV
energy relative to the best compared isomer or geometry (same formula, charge and spin)	72.4	kcal/mol
E_LUMO	-0.08	eV
SMILES	S=c1on(S)cc1S
Kohn-Sham gap	8.05	eV

Charges computed using Löwdin, reported in e: -0.063 -0.514 -0.957 0.795 0.809 0.761 0.159 -0.673 -0.199 -0.074 -0.045

Entry 8:
ORCA calculation (ωB97M-V with the def2-TZVPD basis set) on C3H3NS2 in the gas phase at a distorted geometry.

Geometry as ORCA input:
```
! RIJCOSX wB97M-V def2-TZVPD def2/J DEFGRID3
* xyz 0 1
C 1.510 0.106 -0.037
H 0.479 1.905 0.274
S 1.699 -1.604 -0.027
C -2.132 0.230 -0.064
N -0.967 0.434 -0.075
H 0.158 -2.163 -0.184
C 0.311 0.781 -0.022
S -3.524 -0.395 -0.034
H 2.468 0.705 0.170
*
```

DFT total energy	-26317.706	eV
energy relative to the best compared isomer or geometry (same formula, charge and spin)	36.5	kcal/mol
E_LUMO	0.14	eV
SMILES	S=C=N/C=C\S
Kohn-Sham gap	8.28	eV

Charges computed using Löwdin, reported in e: -0.597 0.141 0.659 -0.806 0.033 0.034 -0.279 0.724 0.090

Entry 9:
ORCA calculation (ωB97M-V with the def2-TZVPD basis set) on C3H3NS2 as an isolated structure at a distorted geometry.

Geometry as ORCA input:
```
! RIJCOSX wB97M-V def2-TZVPD def2/J DEFGRID3
* xyz 0 1
C 0.747 0.437 0.119
H 0.129 2.432 0.050
N -0.080 1.465 0.202
S -2.863 0.463 -0.092
S 2.349 0.471 -0.106
C -1.378 0.081 0.061
C -0.194 -0.712 0.404
H -0.285 -1.069 1.529
H 0.125 -1.767 -0.037
*
```

DFT total energy	-26316.961	eV
energy relative to the best compared isomer or geometry (same formula, charge and spin)	53.6	kcal/mol
E_LUMO	-1.10	eV
Kohn-Sham gap	7.08	eV

Charges computed using Löwdin, reported in e: -1.051 0.092 0.051 0.850 0.610 -0.662 -0.222 0.169 0.163

Entry 10:
ORCA calculation (ωB97M-V with the def2-TZVPD basis set) on C3H3NS2 in the gas phase at a distorted geometry.

Geometry as ORCA input:
```
! RIJCOSX wB97M-V def2-TZVPD def2/J DEFGRID3
* xyz 0 1
S 2.626 0.320 0.231
H 0.031 -1.385 -1.206
C 1.015 0.194 0.112
H -0.031 -1.761 0.710
N 0.002 1.105 0.026
H -0.023 2.065 -0.084
C -1.056 0.122 0.094
C 0.035 -0.997 -0.105
S -2.598 0.338 0.222
*
```

DFT total energy	-26318.833	eV
energy relative to the best compared isomer or geometry (same formula, charge and spin)	10.5	kcal/mol
E_LUMO	-0.34	eV
SMILES	S=C1CC(=S)N1
Kohn-Sham gap	8.48	eV

Charges computed using Löwdin, reported in e: 0.665 0.153 -0.882 0.118 0.047 0.117 -0.858 -0.109 0.748

Entry 11:
ORCA calculation (ωB97M-V with the def2-TZVPD basis set) on C3H3NS2 in the gas phase at a distorted geometry.

Geometry as ORCA input:
```
! RIJCOSX wB97M-V def2-TZVPD def2/J DEFGRID3
* xyz 0 1
H -1.439 -0.163 1.083
S 2.972 0.532 -0.089
C 1.251 0.108 -0.139
N 1.253 -2.399 -0.458
C -1.442 0.464 0.267
S 0.135 1.375 -0.162
C 1.178 -1.259 -0.356
H -1.933 1.389 0.456
H -1.976 -0.047 -0.602
*
```

DFT total energy	-26317.976	eV
energy relative to the best compared isomer or geometry (same formula, charge and spin)	30.2	kcal/mol
E_LUMO (spin up / spin down)	-1.78 / -1.78	eV
SMILES	CSC(=S)C#N
Kohn-Sham gap (spin up / spin down)	7.42 / 7.42	eV

Charges computed using Löwdin, reported in e: 0.015 0.612 -1.075 0.187 -0.316 0.904 -0.405 -0.004 0.082

Entry 12:
ORCA calculation (ωB97M-V with the def2-TZVPD basis set) on an isolated ion of composition C3H3O2 and charge +1 at a distorted geometry.

Geometry as ORCA input:
```
! RIJCOSX wB97M-V def2-TZVPD def2/J DEFGRID3
* xyz 1 1
H 1.221 -0.372 1.050
O -0.959 1.139 -0.064
H 2.072 -0.592 -0.540
O -2.056 -0.887 -0.102
H -3.112 0.736 0.546
C 0.105 0.519 -0.226
C 1.151 -0.189 -0.045
C -2.172 0.236 0.176
*
```

DFT total energy	-7243.367	eV
energy relative to the best compared isomer or geometry (same formula, charge and spin)	52.5	kcal/mol
E_LUMO	-6.50	eV
Kohn-Sham gap	10.49	eV

Charges computed using Löwdin, reported in e: 0.158 0.174 0.152 0.224 0.204 -0.022 0.190 -0.081